w | This record from the Open Molecules 2025 dataset describes HNO5 as an isolated structure. The level of theory is wB97M-V/def2-TZVPD.

Structure (XYZ):
```
7
Properties=species:S:1:pos:R:3
N 1.061 -0.258 -1.072
O 1.563 -1.291 -0.753
O 1.306 0.537 -1.869
O -1.697 0.431 1.225
O 0.066 0.254 -0.393
O -0.885 -0.544 0.796
H -1.413 0.871 2.065
```

## Properties
gap between HOMO and LUMO (alpha / beta)	9.52 / 9.52	eV
net charge	0

=====

x | This record from the Open Molecules 2025 dataset describes HNO5 in the gas phase. The level of theory is wB97M-V/def2-TZVPD.

Structure (XYZ):
```
7
Properties=species:S:1:pos:R:3
O 1.984 1.366 -0.183
N 1.223 0.460 -0.284
O 1.258 -0.690 -0.454
O -0.238 0.944 -0.118
O -0.963 -0.177 -0.391
O -1.159 -0.960 0.632
H -2.104 -0.943 0.798
```

## Properties
gap between HOMO and LUMO	11.32	eV
net charge	0
SMILES string	O=[N+]([O-])OOO

=====

The least stable of them is w.

=====

w | This record from the Open Molecules 2025 dataset describes a 2-piece molecular cluster, C5H7Br overall. The level of theory is wB97M-V/def2-TZVPD.

Structure (XYZ):
```
13
Properties=species:S:1:pos:R:3
C 0.075 0.718 1.221
C 1.186 0.113 0.622
C 0.755 -1.172 -0.032
C -0.693 -1.270 0.253
C -1.012 -0.173 1.005
H 0.111 1.688 1.742
H 2.246 0.439 0.814
H 1.185 -1.002 -0.982
H 1.314 -1.976 0.363
H -1.286 -1.993 -0.158
H -2.033 -0.101 1.446
Br -0.447 2.599 -3.626
H -1.399 2.129 -2.667
```

## Properties
gap between HOMO and LUMO	9.19	eV
net charge	0
SMILES string	C1=CCC=C1.Br

=====

x | This record from the Open Molecules 2025 dataset describes C5H7Br in the gas phase. The level of theory is wB97M-V/def2-TZVPD.

Structure (XYZ):
```
13
Properties=species:S:1:pos:R:3
C -0.599 0.171 0.065
C -1.768 -0.409 -0.362
C -0.320 1.520 0.036
C 0.512 -0.707 0.603
C 1.563 -0.481 -0.388
Br 3.302 0.067 -0.049
H -1.947 -1.353 -0.029
H -2.577 0.051 -0.938
H -1.097 2.311 -0.321
H 0.545 1.829 0.456
H 0.928 -0.563 1.650
H 0.300 -1.836 0.736
H 1.157 -0.601 -1.459
```

## Properties
gap between HOMO and LUMO (alpha / beta)	8.30 / 7.20	eV
net charge	0

=====

The least stable of them is x.

=====

w | This record from the Open Molecules 2025 dataset describes C9H8N2 in the gas phase. The level of theory is wB97M-V/def2-TZVPD.

Structure (XYZ):
```
19
Properties=species:S:1:pos:R:3
C 2.177 2.005 0.045
C 1.359 0.630 0.028
C 2.174 -0.495 0.037
N 1.769 -1.805 0.021
N 0.522 -1.968 -0.091
C -0.436 -0.924 -0.051
C -1.791 -1.212 0.041
C -2.759 -0.170 0.051
C -2.394 1.176 -0.059
C -1.025 1.524 -0.052
C -0.048 0.468 -0.020
H 2.181 2.496 1.076
H 3.266 1.813 -0.409
H 1.547 2.569 -0.690
H 3.291 -0.297 0.039
H -2.103 -2.276 0.129
H -3.877 -0.455 0.330
H -3.114 1.953 -0.067
H -0.773 2.593 -0.036
```

## Properties
gap between HOMO and LUMO	8.56	eV
net charge	0
SMILES string	Cc1cnnc2ccccc12

=====

x | This record from the Open Molecules 2025 dataset describes C9H8N2 in the gas phase. The level of theory is wB97M-V/def2-TZVPD.

Structure (XYZ):
```
19
Properties=species:S:1:pos:R:3
C 3.032 -0.087 0.018
C 2.434 -1.253 -0.221
C 1.064 -1.281 -0.228
C 0.315 -0.106 0.030
C -1.130 -0.135 0.046
N -1.872 -1.228 0.433
C -3.197 -0.745 0.266
C -3.243 0.520 -0.239
N -1.892 0.958 -0.341
C 0.976 1.042 0.263
C 2.420 1.110 0.239
H 4.338 0.088 -0.097
H 2.926 -2.101 -0.414
H 0.308 -2.244 -0.165
H -3.876 -1.244 0.446
H -4.190 0.963 -0.459
H -1.680 1.719 -0.573
H 0.417 1.890 0.520
H 2.850 2.135 0.474
```

## Properties
gap between HOMO and LUMO	9.23	eV
net charge	0
SMILES string	c1ccc(-c2ncc[nH]2)cc1

=====

The least stable of them is x.

=====

w | This record from the Open Molecules 2025 dataset describes a 12-piece molecular cluster, C17H58N14O12 overall. The level of theory is wB97M-V/def2-TZVPD.

Structure (XYZ):
```
101
Properties=species:S:1:pos:R:3
N 3.093 3.351 -1.554
C 2.610 2.329 -0.790
N 1.937 1.414 -1.490
O 2.721 2.205 0.438
H 2.892 3.465 -2.512
H 3.615 4.099 -1.029
H 1.976 1.413 -2.508
H 1.487 0.568 -1.113
N 1.174 0.278 -5.921
C 1.178 1.201 -4.944
N -0.034 1.645 -4.473
O 2.226 1.608 -4.433
H 2.094 0.112 -6.348
H 0.303 -0.100 -6.251
H -0.757 0.948 -4.699
H -0.025 2.177 -3.557
N -2.953 -0.935 -3.480
C -2.250 -1.273 -4.654
N -2.273 -2.591 -4.987
O -1.592 -0.403 -5.196
H -3.269 0.030 -3.512
H -3.530 -1.626 -2.987
H -2.550 -3.176 -4.187
H -1.506 -2.877 -5.617
N 4.379 2.895 2.857
C 4.711 3.805 3.887
N 3.768 3.915 4.903
O 5.786 4.439 3.934
H 3.482 3.016 2.488
H 5.097 2.949 2.162
H 2.856 3.655 4.546
H 3.815 4.723 5.515
N -1.804 -5.072 -2.281
C -3.102 -4.736 -2.389
N -3.871 -5.790 -2.749
O -3.555 -3.608 -2.343
H -1.471 -5.980 -2.610
H -1.185 -4.405 -1.840
H -4.825 -5.510 -2.540
H -3.709 -6.770 -2.519
N -0.736 0.366 1.483
C -0.845 -0.197 0.206
N -2.014 -0.110 -0.505
O 0.184 -0.730 -0.276
H 0.103 0.123 2.066
H -1.582 0.455 1.964
H -2.811 0.256 -0.028
H -1.933 -0.396 -1.456
N 3.609 -0.974 4.050
C 3.022 -1.371 2.902
N 2.593 -0.455 1.958
O 2.936 -2.626 2.685
H 4.280 -1.722 4.306
H 4.029 -0.050 4.251
H 2.089 -0.891 1.246
H 2.853 0.537 1.853
C -0.158 5.296 1.855
C 0.241 3.984 2.572
O 1.649 3.850 2.445
H -1.159 5.565 2.279
H -0.403 5.190 0.762
H 0.482 6.128 2.149
H -0.322 3.065 2.256
H 0.105 4.054 3.692
H 1.848 3.418 1.600
C -3.481 2.170 -6.231
C -3.042 3.322 -5.378
O -3.050 2.859 -3.999
H -3.361 2.447 -7.272
H -4.580 1.967 -6.180
H -2.913 1.240 -5.932
H -3.755 4.187 -5.416
H -2.051 3.718 -5.708
H -3.015 3.640 -3.421
C -2.095 -3.502 4.334
C -1.089 -2.989 3.287
O 0.031 -2.369 3.868
H -2.781 -4.173 3.780
H -2.709 -2.664 4.752
H -1.740 -3.977 5.273
H -1.656 -2.174 2.826
H -0.811 -3.795 2.588
H 0.841 -2.567 3.422
C 2.547 -3.392 -0.616
C 1.161 -3.907 -0.166
O 0.094 -3.352 -0.943
H 3.272 -3.507 0.156
H 2.443 -2.336 -0.805
H 2.864 -3.813 -1.591
H 0.967 -3.478 0.908
H 1.119 -5.053 -0.188
H 0.300 -2.393 -1.072
C -1.002 -0.285 6.233
C -1.278 0.224 4.851
O -0.099 0.596 4.170
H -1.863 -0.775 6.606
H -0.714 0.560 6.822
H -0.217 -1.033 6.301
H -1.872 1.131 4.921
H -1.833 -0.429 4.120
H 0.370 -0.248 4.174
```

## Properties
gap between HOMO and LUMO	9.32	eV
net charge	0
SMILES string	NC(N)=O.NC(N)=O.NC(N)=O.NC(N)=O.NC(N)=O.NC(N)=O.NC(N)=O.CCO.CCO.CCO.CCO.CCO

=====

x | This record from the Open Molecules 2025 dataset describes a 12-piece molecular cluster, C17H58N14O12 overall. The level of theory is wB97M-V/def2-TZVPD.

Structure (XYZ):
```
101
Properties=species:S:1:pos:R:3
N 4.203 -2.131 -2.567
C 4.568 -0.873 -2.874
N 5.325 -0.614 -3.970
O 4.219 0.146 -2.169
H 3.832 -2.373 -1.644
H 4.632 -2.839 -3.144
H 5.565 -1.356 -4.633
H 5.337 0.364 -4.185
N -1.442 3.474 5.009
C -2.061 2.356 4.636
N -1.265 1.351 4.256
O -3.279 2.239 4.741
H -2.066 4.100 5.454
H -0.453 3.609 5.010
H -0.329 1.654 3.984
H -1.592 0.568 3.656
N 1.021 -4.552 -0.267
C 1.766 -3.478 -0.508
N 1.175 -2.329 -1.032
O 3.028 -3.569 -0.258
H 0.187 -4.681 -0.829
H 1.506 -5.256 0.267
H 1.666 -1.470 -1.307
H 0.200 -2.479 -1.274
N -0.478 -2.132 3.251
C -1.487 -1.852 2.421
N -1.369 -2.332 1.122
O -2.406 -1.104 2.668
H -0.352 -1.681 4.135
H 0.361 -2.580 2.920
H -2.109 -1.994 0.535
H -0.843 -3.154 0.823
N 0.637 -1.451 -4.703
C 0.058 -2.517 -5.395
N -1.369 -2.511 -5.493
O 0.707 -3.454 -5.869
H 0.103 -0.834 -4.194
H 1.616 -1.530 -4.483
H -1.819 -3.150 -6.121
H -1.835 -1.656 -5.258
N -1.722 0.598 -1.373
C -2.451 -0.053 -2.321
N -3.747 0.061 -2.337
O -1.798 -0.687 -3.179
H -1.986 1.400 -0.914
H -0.767 0.466 -1.413
H -4.107 0.758 -1.717
H -4.110 0.016 -3.233
N -4.223 1.163 2.284
C -3.901 2.177 1.464
N -4.105 3.444 2.022
O -3.539 2.086 0.275
H -4.390 1.447 3.209
H -3.986 0.236 2.014
H -3.792 3.593 2.971
H -3.660 4.127 1.412
C -0.119 3.126 -3.220
C -0.569 3.673 -1.875
O 0.222 4.708 -1.250
H -0.749 2.269 -3.469
H 0.948 2.882 -3.210
H -0.154 3.831 -4.051
H -0.552 2.840 -1.123
H -1.605 3.886 -1.974
H -0.291 5.537 -1.066
C 0.293 4.880 2.552
C 1.406 4.983 3.618
O 1.272 3.938 4.523
H 0.566 5.676 1.814
H -0.768 4.928 2.956
H 0.408 3.896 2.096
H 1.470 5.948 4.127
H 2.284 4.883 3.028
H 1.780 3.924 5.298
C 3.701 -1.192 2.940
C 4.679 -2.108 2.155
O 4.233 -3.443 2.027
H 3.293 -1.700 3.829
H 2.879 -1.018 2.251
H 4.219 -0.296 3.281
H 5.690 -2.146 2.620
H 4.794 -1.623 1.177
H 3.783 -3.551 1.159
C -3.858 -3.491 -1.506
C -2.677 -4.399 -1.905
O -1.712 -4.517 -0.877
H -4.289 -3.822 -0.555
H -4.695 -3.413 -2.252
H -3.380 -2.525 -1.313
H -2.139 -3.850 -2.723
H -3.063 -5.403 -2.181
H -1.923 -5.134 -0.148
C 0.688 0.884 0.913
C 1.722 1.311 -0.070
O 1.491 0.603 -1.292
H 0.894 1.105 1.985
H 0.607 -0.224 0.827
H -0.300 1.337 0.761
H 2.764 1.102 0.267
H 1.532 2.357 -0.245
H 2.346 0.590 -1.766
```

## Properties
gap between HOMO and LUMO	9.61	eV
net charge	0
SMILES string	NC(N)=O.NC(N)=O.NC(N)=O.NC(N)=O.NC(N)=O.NC(N)=O.NC(N)=O.CCO.CCO.CCO.CCO.CCO

=====

The least stable of them is x.

=====

w | This record from the Open Molecules 2025 dataset describes C6H9FN2 in the gas phase. The level of theory is wB97M-V/def2-TZVPD.

Structure (XYZ):
```
18
Properties=species:S:1:pos:R:3
C -1.588 0.273 0.165
C -1.201 -0.511 -1.067
C -0.807 1.124 0.842
C -0.664 -1.689 -0.975
C 0.660 1.592 0.581
C 1.334 0.938 -0.518
N 1.931 -1.098 0.401
N 1.969 -0.231 -0.527
F 1.694 1.795 -1.613
H -2.459 -0.023 0.696
H -1.330 0.004 -1.995
H -1.157 1.814 1.629
H -0.677 -2.260 -1.911
H 0.733 2.660 0.485
H 1.131 1.340 1.529
H -0.550 -2.105 -0.042
H 1.788 -0.771 1.275
H 2.679 -0.566 -1.232
```

## Properties
gap between HOMO and LUMO (alpha / beta)	8.48 / 8.48	eV
net charge	0

=====

x | This record from the Open Molecules 2025 dataset describes C6H9FN2 in the gas phase. The level of theory is wB97M-V/def2-TZVPD.

Structure (XYZ):
```
18
Properties=species:S:1:pos:R:3
C -1.214 0.699 0.907
C -0.868 1.951 0.692
C -0.984 -0.206 -1.440
C -0.853 -0.430 -0.027
C -0.841 -1.787 0.518
C 2.459 0.223 -0.483
N 1.360 0.060 -1.491
N 0.244 -0.149 -1.041
F -1.365 2.834 1.518
H -1.580 0.342 1.861
H -1.488 -0.123 -2.327
H -0.229 2.408 -0.075
H 0.025 -2.009 1.047
H -1.004 -2.536 -0.291
H -1.658 -1.903 1.097
H 3.457 -0.137 -0.704
H 2.457 1.173 -0.109
H 2.083 -0.410 0.347
```

## Properties
gap between HOMO and LUMO	8.38	eV
net charge	0

=====

The least stable of them is x.

=====

w | This record from the Open Molecules 2025 dataset describes C6H9FN2 in the gas phase. The level of theory is wB97M-V/def2-TZVPD.

Structure (XYZ):
```
18
Properties=species:S:1:pos:R:3
C -0.547 1.354 0.915
C 0.697 1.861 1.105
C -0.816 0.577 -0.168
C 1.755 0.788 -0.790
C -0.756 -1.749 0.820
C -0.967 -1.320 -1.479
N 1.717 1.721 0.157
N -0.839 -0.707 -0.209
F 2.816 1.041 -1.641
H -1.266 1.614 1.680
H 0.712 2.533 1.974
H -1.661 -2.432 0.937
H 0.136 -2.388 0.539
H -0.601 -1.127 1.642
H -1.267 -0.512 -2.224
H 0.027 -1.439 -1.898
H -1.537 -2.223 -1.613
H 2.397 2.407 0.255
```

## Properties
gap between HOMO and LUMO	8.23	eV
net charge	0

=====

x | This record from the Open Molecules 2025 dataset describes C6H9FN2 in the gas phase. The level of theory is wB97M-V/def2-TZVPD.

Structure (XYZ):
```
18
Properties=species:S:1:pos:R:3
C -0.092 -1.338 -0.234
C -1.236 -0.673 -0.157
C 1.223 0.813 -0.869
C 1.044 -0.432 -0.006
C 2.289 -1.052 0.574
C -2.432 1.354 0.302
N -1.268 0.723 -0.232
N 0.659 0.886 0.411
F -2.432 -1.348 0.104
H 0.059 -2.441 -0.273
H 2.100 1.332 -1.126
H 0.502 0.868 -1.679
H 2.615 -1.734 -0.227
H 2.154 -1.609 1.568
H 2.983 -0.137 0.466
H -3.072 0.932 1.134
H -2.098 2.287 0.765
H -2.999 1.570 -0.522
```

## Properties
gap between HOMO and LUMO (alpha / beta)	7.50 / 7.80	eV
net charge	0

=====

The least stable of them is x.

=====

w | This record from the Open Molecules 2025 dataset describes an isolated ion of composition C10H17N2O and charge +1. The level of theory is wB97M-V/def2-TZVPD.

Structure (XYZ):
```
30
Properties=species:S:1:pos:R:3
C 2.343 1.372 -0.035
C 1.872 0.059 0.577
C 2.956 -1.041 0.405
C 0.702 -0.552 -0.056
C 0.189 -0.529 -1.393
C -0.533 -1.729 -1.469
O -0.695 -2.268 -0.272
N -0.167 -1.364 0.658
C -1.185 -0.204 0.840
C -2.388 -0.801 1.551
C -1.651 0.569 -0.466
N -2.224 1.790 -0.009
C -0.542 0.746 -1.627
H 2.498 1.270 -1.106
H 3.287 1.660 0.418
H 1.629 2.171 0.153
H 1.693 0.167 1.651
H 3.186 -1.195 -0.646
H 2.638 -1.981 0.849
H 3.856 -0.705 0.914
H -0.958 -2.240 -2.313
H -0.694 0.503 1.511
H -2.864 -1.567 0.945
H -3.098 0.001 1.737
H -2.087 -1.241 2.497
H -2.453 -0.027 -0.920
H -1.550 2.447 0.361
H -2.805 2.244 -0.699
H 0.063 1.632 -1.454
H -1.022 0.812 -2.600
```

## Properties
gap between HOMO and LUMO	7.96	eV
net charge	+1
SMILES string	CC(C)c1c2co[n+]1[C@H](C)[C@@H](N)C2

=====

x | This record from the Open Molecules 2025 dataset describes an isolated ion of composition C10H17N2O and charge +1. The level of theory is wB97M-V/def2-TZVPD.

Structure (XYZ):
```
30
Properties=species:S:1:pos:R:3
C -2.603 -0.261 1.435
N -2.026 -0.150 0.115
C -3.093 -0.147 -0.913
C -1.022 -1.125 -0.313
C -0.319 -2.220 -0.085
O 0.965 -2.375 -0.390
C 1.603 -1.193 -0.763
C 2.586 -0.431 -0.162
N 3.156 -0.700 1.047
C 2.661 0.953 -0.710
C 1.512 1.865 -0.302
C 0.212 1.175 0.344
C -0.712 0.291 -0.448
H -2.636 -1.283 1.683
H -1.983 0.333 2.152
H -3.546 0.164 1.478
H -3.556 -1.106 -0.940
H -3.860 0.707 -0.683
H -2.624 -0.012 -1.901
H -0.746 -3.226 0.290
H 1.145 -0.723 -1.552
H 3.061 -1.547 1.437
H 3.518 0.053 1.631
H 2.525 0.776 -1.773
H 3.676 1.339 -0.560
H 1.036 2.416 -1.125
H 1.635 2.737 0.302
H 0.507 0.778 1.351
H -0.281 2.038 0.676
H -0.792 0.873 -1.320
```

## Properties
gap between HOMO and LUMO	8.62	eV
net charge	+1
SMILES string	C[N+]1(C)/C2=C/O/C=C(\N)CCC[C@@H]21

=====

The least stable of them is x.

=====

w | This record from the Open Molecules 2025 dataset describes CH3F3Si in the gas phase. The level of theory is wB97M-V/def2-TZVPD.

Structure (XYZ):
```
8
Properties=species:S:1:pos:R:3
F 1.387 -0.302 1.232
C 0.955 -0.055 -0.029
F 1.450 -1.041 -0.807
F 1.546 1.094 -0.432
Si -0.972 0.049 -0.019
H -1.459 0.972 -1.056
H -1.349 0.573 1.306
H -1.558 -1.290 -0.195
```

## Properties
gap between HOMO and LUMO	13.03	eV
net charge	0
SMILES string	FC(F)(F)[SiH3]

=====

x | This record from the Open Molecules 2025 dataset describes CH3F3Si in the gas phase. The level of theory is wB97M-V/def2-TZVPD.

Structure (XYZ):
```
8
Properties=species:S:1:pos:R:3
F 1.295 1.276 -0.020
C 0.909 -0.186 -0.170
F 1.657 -0.599 -1.167
F 1.350 -0.719 0.934
Si -1.055 0.105 0.023
H -1.515 -1.193 -0.491
H -1.452 -0.058 1.386
H -1.189 1.374 -0.495
```

## Properties
gap between HOMO and LUMO	12.15	eV
net charge	0
SMILES string	FC(F)(F)[SiH3]

=====

The least stable of them is x.